Record 1
Entry from the Open Molecules 2025 dataset: a 2-piece molecular cluster, C11H10 overall at a distorted geometry (ωB97M-V with the def2-TZVPD basis set).

ΔE to the lowest compared entry with this formula, charge and spin   666.4 kJ/mol
E_HOMO (spin up / spin down)   -8.513 / -8.511 eV

```
! RIJCOSX wB97M-V def2-TZVPD def2/J DEFGRID3
* xyz 0 1
C -3.21231 -0.03362 0.20608
C -2.51561 -1.20520 -0.05524
C -2.54580 1.18245 0.20110
C -1.16026 -1.16535 -0.30877
C -1.18921 1.23175 -0.05235
C -0.47487 0.05405 -0.29461
C 3.15331 0.04505 -0.55337
C 2.03106 -0.13190 1.34261
C 0.93884 0.08640 -0.51750
C 2.05704 0.80749 0.15217
C 2.02693 -0.80460 -0.01603
H -4.27170 -0.07326 0.41115
H -3.03769 -2.15117 -0.05787
H -3.08837 2.09534 0.39885
H -0.61009 -2.07338 -0.50956
H -0.66363 2.17494 -0.05696
H 3.19936 0.15549 -1.63033
H 4.11706 -0.02617 -0.06461
H 2.94040 -0.21504 1.92800
H 1.12697 -0.17761 1.93718
H 1.17857 0.22436 -2.45993
*
```

Atom charges from the Löwdin analysis, given in e for atoms 1 to 5: -0.09, -0.08, -0.08, -0.02, -0.02

***

Record 2
Entry from the Open Molecules 2025 dataset: C11H10BiBrN as an isolated structure at a distorted geometry (ωB97M-V with the def2-TZVPD basis set).

ΔE to the lowest compared entry with this formula, charge and spin   151.7 kJ/mol
E_HOMO (spin up / spin down)   -4.155 / -4.076 eV

```
! RIJCOSX wB97M-V def2-TZVPD def2/J DEFGRID3
* xyz -1 1
C 2.18134 -0.94919 0.08064
C 2.14174 -0.21716 1.27904
C 1.32323 -0.95307 2.22178
H 2.72970 0.67966 1.51498
C 0.72987 -2.06248 1.50338
C 1.31016 -2.09566 0.22380
H 1.17614 -2.87378 -0.53717
H 2.79403 -0.73824 -0.79943
H 1.22196 -0.75225 3.31627
H 0.06587 -2.81143 1.94601
Bi -0.47657 0.71163 2.29604
Br 0.51536 3.12864 2.07293
C -2.01043 1.15124 -1.69701
C -1.66271 -0.08765 -2.30051
C -0.28880 -0.02687 -2.64637
H -2.29527 -0.95693 -2.33687
C 0.20181 1.27954 -2.35417
C -0.85681 1.99496 -1.73335
H -0.77299 2.94122 -1.21971
H -2.92219 1.36999 -1.17281
H 0.28181 -0.81115 -3.11137
H 1.20748 1.61682 -2.42798
N -3.83725 0.17251 3.17402
C -2.75747 0.28963 2.70786
*
```

Atom charges from the Löwdin analysis, given in e for atoms 1 to 5: -0.16, -0.27, -0.49, 0.07, -0.22